{"formula": "C39H30GeN2O3TeW", "method": "ωB97M-V with the def2-TZVPD basis set", "symbols": ["W", "O", "C", "C", "C", "C", "C", "C", "C", "O", "N", "N", "C", "C", "C", "C", "C", "C", "C", "O", "H", "H", "H", "H", "H", "H", "H", "H", "H", "H", "C", "Ge", "C", "C", "C", "C", "C", "C", "C", "C", "C", "C", "C", "C", "C", "C", "C", "C", "C", "C", "H", "H", "H", "H", "H", "H", "H", "H", "H", "H", "H", "H", "H", "H", "H", "Te", "C", "C", "C", "C", "C", "C", "H", "H", "H", "H", "H"], "coordinates": [[0.431, 0.309, 0.050], [1.773, -0.546, 4.403], [0.713, -1.280, 4.794], [0.721, -1.788, 6.095], [-0.324, -2.569, 6.553], [-1.399, -2.858, 5.718], [-1.410, -2.349, 4.430], [-0.377, -1.552, 3.945], [-0.413, -1.023, 2.554], [0.698, -0.489, 2.090], [-1.504, -1.139, 1.882], [-1.491, -0.655, 0.600], [-0.870, -1.493, -0.317], [-1.339, -1.356, -1.715], [-1.809, -2.424, -2.466], [-2.254, -2.258, -3.774], [-2.231, -0.985, -4.333], [-1.728, 0.091, -3.618], [-1.216, -0.084, -2.324], [-0.600, 0.898, -1.690], [1.615, -0.335, 3.442], [1.570, -1.554, 6.725], [-0.298, -2.957, 7.565], [-2.216, -3.476, 6.069], [-2.232, -2.551, 3.755], [-0.753, -2.501, 0.091], [-1.847, -3.407, -2.004], [-2.619, -3.107, -4.340], [-2.583, -0.834, -5.349], [-1.652, 1.080, -4.056], [2.197, 0.616, -0.282], [2.768, -1.094, -0.901], [4.767, -1.025, -0.766], [5.564, -2.102, -1.157], [6.950, -2.039, -1.088], [7.565, -0.887, -0.613], [6.786, 0.189, -0.213], [5.399, 0.119, -0.293], [2.341, -2.723, 0.127], [1.734, -3.850, -0.420], [1.400, -4.941, 0.376], [1.658, -4.913, 1.740], [2.257, -3.791, 2.301], [2.599, -2.713, 1.498], [2.420, -1.368, -2.819], [1.954, -0.273, -3.550], [1.734, -0.371, -4.917], [1.978, -1.566, -5.581], [2.446, -2.662, -4.869], [2.664, -2.558, -3.501], [5.097, -3.013, -1.517], [7.550, -2.887, -1.401], [8.647, -0.832, -0.554], [7.259, 1.090, 0.163], [4.775, 0.957, 0.002], [1.466, -3.866, -1.472], [0.917, -5.804, -0.069], [1.376, -5.751, 2.366], [2.435, -3.743, 3.369], [3.045, -1.835, 1.952], [1.724, 0.650, -3.025], [1.350, 0.484, -5.460], [1.792, -1.648, -6.646], [2.631, -3.602, -5.376], [3.038, -3.426, -2.966], [-0.174, 2.685, 1.501], [-1.566, 3.597, 0.171], [-2.498, 2.832, -0.531], [-3.411, 3.435, -1.384], [-3.425, 4.815, -1.545], [-2.507, 5.587, -0.847], [-1.584, 4.979, -0.003], [-2.491, 1.753, -0.418], [-4.113, 2.815, -1.930], [-4.138, 5.283, -2.215], [-2.498, 6.665, -0.966], [-0.857, 5.588, 0.521]], "mulliken_charge": [0.942, -0.781, 0.343, -0.744, -0.231, -0.790, -0.563, 0.556, 1.044, -1.282, -0.874, -0.194, -0.598, 0.135, -0.400, -0.843, -0.352, -0.535, 0.746, -0.925, 0.411, 0.406, 0.356, 0.370, 0.459, 0.562, 0.422, 0.346, 0.361, 0.512, -0.978, 2.129, -0.136, -0.038, -0.678, -0.367, -0.538, -0.370, 0.602, -0.378, -0.642, -0.600, -0.386, -0.573, 0.198, -0.604, -0.498, -0.444, -0.716, -0.200, 0.164, 0.367, 0.331, 0.358, 0.412, 0.286, 0.356, 0.361, 0.368, 0.230, 0.420, 0.374, 0.347, 0.369, 0.184, -0.155, -0.176, -0.009, -0.608, -0.401, -0.457, -0.455, 0.341, 0.368, 0.342, 0.320, 0.317], "de_lowest_kcal_mol": 19.8, "mol_weight_da": 958.73, "homo_energy_ev": [-1.090, -1.573], "lumo_energy_ev": [4.4, 4.4], "multiplicity": 3, "homo_lumo_gap_ev": [5.487, 5.964], "e_tot_ev": -115686.458, "total_charge": -2}